[1]
Formula: C24H46AsCoN5O2Si2
Source: OMol25
Level of theory: ωB97M-V/def2-TZVPD

XYZ file:
```
81
C24H46AsCoN5O2Si2, DFT ωB97M-V/def2-TZVPD
O -0.269 0.339 -2.052
H 3.894 -2.489 2.798
N -0.077 5.366 -2.454
H -1.962 3.755 0.170
C -2.638 -3.683 3.268
H -1.204 1.350 -4.103
N 0.823 -1.647 -2.502
Si -1.026 -3.148 2.440
C -1.375 -0.579 -6.883
H -3.065 -0.744 4.784
H 0.728 1.427 4.651
H -3.469 -3.652 2.554
H -0.661 -2.598 -7.009
H -2.406 2.101 4.358
C 0.064 -0.658 -2.835
C 2.597 -2.507 0.536
H 0.126 -4.301 4.319
C -1.060 0.493 -4.753
H -1.413 -4.360 0.292
N 1.284 -1.509 -1.199
C 0.187 3.836 0.191
H 2.012 3.588 -2.730
O 2.032 -0.315 1.208
C -0.300 -1.755 -5.074
C 2.635 -1.420 1.393
H 1.036 -0.317 4.696
C 3.478 -1.494 2.641
H -2.237 3.853 -2.083
H -1.236 2.686 3.178
C 1.931 -2.543 -0.722
C -1.327 3.297 -1.828
H -0.803 -5.453 1.551
N 1.916 2.083 -0.143
H -2.897 -3.025 4.105
C -1.999 -0.611 5.002
C 2.007 -3.808 -1.529
H 0.308 -4.348 0.712
H -2.742 1.898 2.640
H 0.359 -2.550 4.457
H 2.124 2.052 0.851
H 2.527 -4.589 -0.977
C 0.318 -3.386 3.749
H 0.114 4.931 0.213
C -0.437 -0.641 -4.243
Co 0.450 0.029 -0.063
H -2.551 -4.708 3.654
H 1.038 2.167 -2.328
Si -1.117 0.140 3.508
C -1.134 3.207 -0.287
H 0.041 5.584 -1.472
C -0.767 -1.724 -6.378
H -1.905 0.056 5.868
C -0.137 3.836 -2.600
C -0.701 -4.451 1.121
H 0.998 -4.143 -1.773
H 2.201 4.157 -0.465
H 2.870 -1.212 3.504
As -1.356 -1.037 1.526
H -0.263 3.670 -3.669
C 1.441 3.385 -0.610
H 2.752 1.773 -0.631
H 1.322 0.565 3.199
H -1.177 1.799 1.202
H 0.329 3.563 1.241
H 1.305 -3.476 3.281
H -0.943 5.785 -2.778
H 2.517 -3.623 -2.475
H -1.436 2.276 -2.191
H -1.998 1.426 -6.447
C -1.520 0.531 -6.065
H 3.131 -3.400 0.830
H 4.298 -0.773 2.563
C -1.945 1.872 3.392
C 0.656 0.499 4.070
H -1.903 1.273 -0.160
H 0.703 5.760 -2.973
H -1.590 -1.589 5.282
C 1.167 3.233 -2.131
N -1.119 1.820 0.190
H 0.182 -2.635 -4.669
H -1.741 -0.558 -7.903
```

molar mass	626.692	g mol⁻¹
F_max	0.6	eV/A
E_HOMO (alpha / beta)	-5.62 / -5.85	eV
HOMO-LUMO gap (alpha / beta)	4.181 / 4.408	eV
total energy	-151402.305	eV
spin multiplicity	4

=====

[2]
Formula: C2H12NO2S
Source: OMol25
Level of theory: ωB97M-V/def2-TZVPD

XYZ file:
```
18
C2H12NO2S, DFT ωB97M-V/def2-TZVPD
C 1.941 0.087 -0.462
H -0.386 -0.016 0.316
H 1.389 2.284 0.294
H -3.433 1.790 1.833
O -2.568 2.087 1.503
S 1.359 -1.564 -0.708
H -1.418 -2.212 -0.143
C 0.888 1.410 -0.274
H -2.871 2.931 1.094
O -1.965 -1.459 -0.455
H 0.532 1.815 -1.222
H 2.233 -2.585 -0.314
H -2.678 -1.907 -0.960
N -0.098 0.861 0.708
H 0.368 0.778 1.652
H 2.651 0.016 0.319
H 2.577 0.438 -1.397
H -0.722 1.656 0.928
```

molar mass	114.190	g mol⁻¹
F_max	4.8	eV/A
E_HOMO (alpha / beta)	-3.05 / -9.06	eV
relative energy (zero: lowest compared OMol25 entry of this formula, charge and spin)	37.9	kcal/mol
HOMO-LUMO gap (alpha / beta)	3.637 / 9.410	eV
total energy	-18684.234	eV
spin multiplicity	2

=====

[3]
Formula: C4H7NO
Source: OMol25
Level of theory: ωB97M-V/def2-TZVPD

XYZ file:
```
13
C4H7NO, DFT ωB97M-V/def2-TZVPD
C 0.407 -0.169 0.433
H 1.880 -1.089 1.241
C -0.834 0.709 0.528
O 1.260 -0.394 1.497
H -1.706 0.314 1.055
H -0.710 1.784 0.716
C -0.321 -1.355 -0.240
H -1.171 -1.638 0.408
H 1.214 -0.001 -1.672
N -0.807 0.445 -0.970
H -0.867 -0.705 -1.262
C 0.689 0.554 -0.890
H 0.994 1.602 -0.838
```

molar mass	85.106	g mol⁻¹
F_max	0.3	eV/A
E_HOMO	-8.59	eV
relative energy (zero: lowest compared OMol25 entry of this formula, charge and spin)	157.2	kcal/mol
HOMO-LUMO gap	8.811	eV
total energy	-7792.826	eV

=====

[4]
Formula: C3H3MnO2
Source: OMol25
Level of theory: ωB97M-V/def2-TZVPD

XYZ file:
```
9
C3H3MnO2, DFT ωB97M-V/def2-TZVPD
H 1.708 -1.050 -0.984
H 0.929 0.031 1.598
C 0.610 0.373 0.600
Mn -2.250 1.656 0.513
H 0.909 1.424 0.447
O -1.404 -1.308 -1.358
C -0.507 -0.774 -0.716
C 0.834 -0.571 -0.551
O -0.829 0.219 0.450
```

charge	-1
molar mass	125.993	g mol⁻¹
F_max	1.1	eV/A
E_HOMO (alpha / beta)	-1.69 / -0.88	eV
relative energy (zero: lowest compared OMol25 entry of this formula, charge and spin)	0.0	kcal/mol
HOMO-LUMO gap (alpha / beta)	5.604 / 4.859	eV
total energy	-38570.996	eV
spin multiplicity	6

=====

[5]
Formula: C14H22N11O2P2Ru
Source: OMol25
Level of theory: ωB97M-V/def2-TZVPD

XYZ file:
```
52
C14H22N11O2P2Ru, DFT ωB97M-V/def2-TZVPD
O 0.708 0.610 2.140
P -1.105 1.760 -1.770
H -3.124 -4.787 1.495
P 1.567 2.557 -0.298
N 3.764 -2.065 -0.284
H 3.192 3.750 -1.628
N -1.661 -2.662 -2.049
H 2.370 2.496 -2.587
N 3.313 -0.007 0.237
N -0.746 -0.978 2.031
N 1.643 -2.749 -1.099
C -1.236 -2.198 2.530
H -3.419 2.378 -1.512
C -0.881 -2.629 3.813
H -0.324 3.887 0.294
C -2.167 -4.620 3.414
H 0.086 3.591 -2.739
H 2.865 3.991 1.106
H -2.046 2.028 -3.962
C -1.391 1.294 -3.489
H -0.257 -2.019 4.448
C -2.049 -2.958 1.685
C -0.519 3.497 -1.834
N -1.481 -1.416 -1.825
H -2.531 -5.578 3.762
N -0.535 -3.370 -1.820
C 2.403 3.011 1.234
H -1.855 0.310 -3.511
C -2.508 -4.176 2.140
O -1.199 -0.456 0.990
C 2.505 -1.831 -0.568
C 0.349 -2.473 -1.441
Ru 0.439 0.449 -0.495
H 0.780 4.829 -0.701
H -3.075 0.722 -0.939
H -0.445 1.256 -4.028
N 4.224 -0.899 0.219
C 0.307 3.850 -0.599
C -2.720 1.752 -0.955
H 3.164 2.262 1.444
N 0.306 -0.356 2.730
C 2.797 2.733 -1.613
C -1.359 -3.849 4.245
H 1.691 3.046 2.056
H -2.286 -2.600 0.692
N 2.166 -0.563 -0.257
H -2.638 2.117 0.068
H 3.605 2.032 -1.404
H -1.104 -4.203 5.234
H -1.372 4.167 -1.954
N -0.188 -1.240 -1.432
H 1.975 -3.694 -1.217
```

charge	+1
molar mass	539.423	g mol⁻¹
F_max	0.1	eV/A
E_HOMO (alpha / beta)	-11.42 / -11.46	eV
relative energy (zero: lowest compared OMol25 entry of this formula, charge and spin)	0.0	kcal/mol
HOMO-LUMO gap (alpha / beta)	7.495 / 5.304	eV
total energy	-56509.456	eV
spin multiplicity	5

=====

[6]
Formula: C35H30Cl3N6O3PbS3
Source: OMol25
Level of theory: ωB97M-V/def2-TZVPD

XYZ file:
```
81
C35H30Cl3N6O3PbS3, DFT ωB97M-V/def2-TZVPD
H -1.331 4.273 4.158
H -0.449 4.581 -3.868
C -3.140 -1.653 -4.473
C -0.464 3.162 -2.282
Cl 0.606 -0.446 -5.099
H -0.771 -4.884 3.257
H -0.457 6.647 -3.786
C -0.901 -1.897 2.415
C -0.874 4.331 -2.905
N -1.401 6.984 -3.724
Cl -4.412 -2.426 -5.396
H -1.638 7.868 -4.141
Pb 0.327 0.463 0.129
H 0.286 2.515 -2.728
H -3.813 -3.782 -0.641
H 1.860 -3.069 0.170
H -3.188 5.238 -0.632
N 2.948 2.173 -1.418
H 0.518 -6.041 3.620
H 1.592 5.831 1.420
H 1.251 -5.620 5.650
C 1.064 -4.545 5.708
H 4.611 -1.421 -2.620
H 2.772 4.265 -0.118
H 3.123 -1.748 1.622
C -0.625 4.153 3.348
C -2.468 -3.053 0.868
C 0.252 -5.180 3.004
C 1.006 5.016 1.827
C -0.418 2.906 2.776
H -0.019 -4.403 5.723
H 3.316 -1.354 -3.838
C -1.750 -4.159 -1.128
O -0.070 0.074 -2.302
N -0.973 2.753 -1.124
C -1.920 -1.385 -5.070
H 4.010 -1.430 3.896
C 4.263 -0.922 -3.521
C -3.357 -1.313 -3.152
O -1.583 -1.970 3.438
H -1.743 -1.638 -6.106
C 2.744 -2.349 2.441
H -0.031 6.216 3.271
C -1.854 5.114 -2.306
C -2.304 6.408 -2.916
C -0.123 -3.427 0.508
O -0.077 -0.985 2.087
C 2.102 3.471 0.211
C 3.227 -2.158 3.720
H -4.308 -1.515 -2.678
H -3.249 -2.634 1.491
C 2.669 -2.860 4.780
C 1.720 -3.264 2.201
H 0.368 -4.469 -1.295
S 4.085 0.841 -3.222
C -2.781 -3.684 -0.326
N 1.234 -3.392 0.890
H 5.009 -1.017 -4.310
C -2.408 4.665 -1.115
C 3.203 0.914 -1.700
H 1.473 -4.184 6.652
N 2.115 2.332 -0.357
H -1.967 -4.631 -2.079
H 3.004 -2.677 5.795
C -2.341 -0.711 -2.434
C -1.935 3.486 -0.566
H -0.950 2.025 3.124
C -1.151 -2.872 1.278
C -0.922 -0.789 -4.327
H 0.262 -5.499 1.964
C 1.155 3.733 1.313
C -0.438 -4.053 -0.700
C 1.227 -4.056 3.245
C 1.675 -3.802 4.549
N 0.442 2.705 1.785
S -3.776 7.092 -2.629
C 0.103 5.225 2.856
Cl -2.673 -0.279 -0.773
C -1.047 -0.433 -2.953
S 2.817 -0.492 -0.797
H -2.343 3.111 0.367
```

charge	-1
molar mass	992.424	g mol⁻¹
F_max	0.7	eV/A
E_HOMO	-4.90	eV
relative energy (zero: lowest compared OMol25 entry of this formula, charge and spin)	9.4	kcal/mol
HOMO-LUMO gap	6.122	eV
total energy	-127190.415	eV

=====

> The highest total energy belongs to which entry?

C4H7NO

=====

Please write out number 5 again, unchanged.
Formula: C14H22N11O2P2Ru
Source: OMol25
Level of theory: ωB97M-V/def2-TZVPD

XYZ file:
```
52
C14H22N11O2P2Ru, DFT ωB97M-V/def2-TZVPD
O 0.708 0.610 2.140
P -1.105 1.760 -1.770
H -3.124 -4.787 1.495
P 1.567 2.557 -0.298
N 3.764 -2.065 -0.284
H 3.192 3.750 -1.628
N -1.661 -2.662 -2.049
H 2.370 2.496 -2.587
N 3.313 -0.007 0.237
N -0.746 -0.978 2.031
N 1.643 -2.749 -1.099
C -1.236 -2.198 2.530
H -3.419 2.378 -1.512
C -0.881 -2.629 3.813
H -0.324 3.887 0.294
C -2.167 -4.620 3.414
H 0.086 3.591 -2.739
H 2.865 3.991 1.106
H -2.046 2.028 -3.962
C -1.391 1.294 -3.489
H -0.257 -2.019 4.448
C -2.049 -2.958 1.685
C -0.519 3.497 -1.834
N -1.481 -1.416 -1.825
H -2.531 -5.578 3.762
N -0.535 -3.370 -1.820
C 2.403 3.011 1.234
H -1.855 0.310 -3.511
C -2.508 -4.176 2.140
O -1.199 -0.456 0.990
C 2.505 -1.831 -0.568
C 0.349 -2.473 -1.441
Ru 0.439 0.449 -0.495
H 0.780 4.829 -0.701
H -3.075 0.722 -0.939
H -0.445 1.256 -4.028
N 4.224 -0.899 0.219
C 0.307 3.850 -0.599
C -2.720 1.752 -0.955
H 3.164 2.262 1.444
N 0.306 -0.356 2.730
C 2.797 2.733 -1.613
C -1.359 -3.849 4.245
H 1.691 3.046 2.056
H -2.286 -2.600 0.692
N 2.166 -0.563 -0.257
H -2.638 2.117 0.068
H 3.605 2.032 -1.404
H -1.104 -4.203 5.234
H -1.372 4.167 -1.954
N -0.188 -1.240 -1.432
H 1.975 -3.694 -1.217
```

charge	+1
molar mass	539.423	g mol⁻¹
F_max	0.1	eV/A
E_HOMO (alpha / beta)	-11.42 / -11.46	eV
relative energy (zero: lowest compared OMol25 entry of this formula, charge and spin)	0.0	kcal/mol
HOMO-LUMO gap (alpha / beta)	7.495 / 5.304	eV
total energy	-56509.456	eV
spin multiplicity	5

=====

> What is the molar mass in the third record?

85.106 g mol⁻¹

=====

> F_max of number 5 (C14H22N11O2P2Ru)?

0.1 eV/A